Density functional theory data (the ωB97M-V functional and the def2-TZVPD basis) for a structure of composition C13H27AuN3NbO3 at a distorted geometry.

Calculated values
* HOMO-LUMO gap (spin up / spin down): 5.16 / 4.46 eV
* charge: +2
* HOMO energy (spin up / spin down): -16.20 / -15.97 eV

CARTESIAN COORDINATES (ANGSTROEM)
N: -2.098 -0.532 -0.081
C: -4.853 -2.510 0.591
O: -4.522 -3.603 0.767
Au: -3.880 -1.223 0.003
Nb: -0.453 0.148 0.081
N: -0.134 1.977 -0.896
N: 0.832 -0.935 -1.155
C: -0.489 2.365 -2.263
C: 0.587 -2.169 -1.900
C: -0.722 3.877 -2.375
C: 0.647 1.953 -3.204
C: -1.780 1.665 -2.701
C: 0.325 -3.298 -0.895
C: 1.768 -2.564 -2.794
C: -0.645 -1.995 -2.782
H: -1.468 4.206 -1.644
H: -1.107 4.109 -3.375
H: 0.196 4.454 -2.232
H: 1.551 2.543 -3.006
H: 0.345 2.111 -4.248
H: 0.894 0.890 -3.059
H: -1.666 0.576 -2.797
H: -2.076 2.053 -3.686
H: -2.597 1.860 -1.992
H: 1.209 -3.464 -0.268
H: 0.096 -4.224 -1.436
H: -0.520 -3.053 -0.239
H: 2.649 -2.859 -2.214
H: 2.041 -1.749 -3.473
H: 1.474 -3.428 -3.403
H: -0.817 -2.927 -3.336
H: -0.488 -1.189 -3.510
H: -1.541 -1.774 -2.191
C: 0.799 2.876 -0.229
H: 1.064 2.493 0.766
H: 1.738 3.010 -0.793
H: 0.358 3.874 -0.079
C: 2.222 -0.732 -0.739
H: 2.288 -0.007 0.090
H: 2.700 -1.666 -0.394
H: 2.831 -0.323 -1.565
C: 0.142 -0.069 4.101
C: 0.029 0.045 2.609
O: -0.494 1.084 2.068
O: 0.401 -0.909 1.839
H: -0.484 0.697 4.568
H: 1.182 0.069 4.420
H: -0.190 -1.065 4.407